*A*
The following is a quantum chemistry calculation of a cluster of 8 separate species, C24H72O32P8 in total, from OMol25.

ORCA input file:
```
! RIJCOSX wB97M-V def2-TZVPD def2/J DEFGRID3
* xyz 0 1
C 5.65182 5.93721 2.49166
O 4.53068 6.68097 2.99218
P 3.19733 6.93892 2.09254
O 2.24412 7.84786 2.76981
O 3.84139 7.29561 0.65937
C 4.46880 8.47235 0.33500
O 2.49961 5.42480 1.82969
C 1.65231 5.10577 0.66732
H 5.73489 5.02041 3.07533
H 6.52071 6.58454 2.61039
H 5.67364 5.64084 1.44295
H 5.54183 8.43905 0.52366
H 4.13118 9.28876 0.97343
H 4.46700 8.67206 -0.73655
H 0.67426 4.66035 0.84927
H 2.12501 4.43423 -0.04940
H 1.31178 5.92867 0.03884
C -1.90051 1.71977 -0.12618
O -0.89737 0.94259 0.58000
P 0.57954 0.52365 -0.00700
O 1.32500 1.65984 -0.70107
O 1.31155 -0.18660 1.25476
C 0.58908 -1.15393 1.93916
O 0.34345 -0.68261 -1.06309
C 1.43830 -1.27934 -1.75538
H -1.96779 1.48121 -1.18762
H -1.71077 2.78574 -0.00040
H -2.92762 1.65018 0.23202
H 1.02914 -2.12647 1.71869
H -0.49915 -1.14342 1.87801
H 0.76398 -0.77498 2.94610
H 2.31505 -0.64948 -1.60472
H 1.20700 -1.33556 -2.81907
H 1.61592 -2.32137 -1.48945
C -5.67087 -4.44427 1.35527
O -5.10159 -3.21921 1.78321
P -4.18244 -2.36924 0.71594
O -4.82126 -2.06607 -0.63189
O -3.95753 -0.96406 1.56394
C -5.08670 -0.27080 2.13176
O -2.72977 -3.05725 0.75204
C -2.24501 -3.41726 2.02980
H -6.19058 -4.33832 0.40302
H -6.56075 -4.66456 1.94492
H -5.05428 -5.34275 1.32972
H -5.16563 0.74948 1.75638
H -5.11608 -0.41675 3.21154
H -5.98890 -0.80190 1.82833
H -2.62615 -2.79677 2.84087
H -1.15586 -3.41609 1.98667
H -2.67204 -4.38081 2.30784
C -0.65126 0.67016 9.84362
O -0.61533 0.02552 8.60271
P 0.21761 -1.38356 8.48002
O 1.53637 -1.43775 9.17408
O -0.85939 -2.61357 8.84385
C -0.97888 -3.15726 10.17357
O 0.38992 -1.43292 6.84277
C 0.95795 -0.36463 6.11022
H -1.00145 -0.05448 10.57871
H -1.46374 1.34764 9.58093
H 0.24868 1.21625 10.12643
H -1.98786 -3.18548 10.58498
H -0.31813 -2.58957 10.82874
H -0.75448 -4.22361 10.19912
H 1.16414 0.37436 6.88448
H 0.19498 -0.02861 5.40804
H 1.82883 -0.77022 5.59528
C -2.13393 -7.12585 -4.70365
O -2.28818 -5.81607 -5.28259
P -2.92446 -4.70597 -4.35857
O -3.36102 -3.47808 -5.11327
O -4.15050 -5.49425 -3.58990
C -5.32092 -4.80337 -3.05865
O -1.79819 -4.45743 -3.26764
C -1.84976 -3.43008 -2.32132
H -2.03506 -7.22400 -3.62259
H -1.40642 -7.75016 -5.22237
H -2.99252 -7.73266 -4.99123
H -5.29148 -3.71918 -2.95020
H -5.40007 -5.01487 -1.99230
H -6.28252 -5.05807 -3.50425
H -1.26601 -3.77381 -1.46740
H -2.82152 -3.13143 -1.92814
H -1.38842 -2.55615 -2.78122
C -5.31305 2.38083 -3.54866
O -4.62464 2.11022 -4.69439
P -2.97145 2.27897 -4.77932
O -2.46714 3.64314 -4.45051
O -2.37521 1.14978 -3.72635
C -2.52636 -0.19037 -4.05791
O -2.67648 1.69940 -6.25226
C -1.30786 1.75021 -6.79827
H -4.68736 2.28941 -2.66082
H -6.09597 1.62623 -3.47302
H -5.82164 3.34339 -3.60260
H -2.93648 -0.86318 -3.30476
H -1.60554 -0.71962 -4.30304
H -3.20828 -0.31264 -4.89941
H -1.25041 2.27066 -7.75426
H -0.83256 0.77034 -6.84363
H -0.65852 2.31382 -6.12834
C 3.28260 2.47461 3.62386
O 3.80584 1.23358 3.19592
P 5.34254 1.22563 2.59367
O 5.82669 2.31762 1.64162
O 6.32408 1.01369 3.85479
C 6.47592 1.93495 4.91090
O 5.50777 -0.24521 1.94836
C 4.64228 -0.59912 0.94092
H 2.83969 2.23212 4.58985
H 2.42261 2.74128 3.00953
H 3.90756 3.36717 3.59449
H 5.59704 2.57920 4.88639
H 7.35694 2.57080 4.82376
H 6.65136 1.43680 5.86440
H 5.15897 -0.94450 0.04546
H 4.11996 0.28378 0.57245
H 3.89942 -1.35362 1.19974
C 2.28006 1.00962 -4.54070
O 2.73126 -0.31817 -4.83905
P 2.19940 -1.18364 -6.16393
O 2.96363 -2.35659 -6.62714
O 0.73772 -1.67570 -5.56024
C 0.05461 -2.81696 -6.08464
O 1.90472 0.01851 -7.23162
C 2.70410 0.31128 -8.40072
H 2.09380 1.02020 -3.46678
H 1.44528 1.32169 -5.16828
H 3.12448 1.67781 -4.70974
H 0.46914 -3.19489 -7.01922
H -1.01138 -2.63583 -6.22239
H 0.22775 -3.59404 -5.34016
H 3.20367 1.26368 -8.22330
H 1.93413 0.46639 -9.15648
H 3.38257 -0.50856 -8.63662
*
```

Calculated values
**HOMO energy**: -10.24 eV
**Frontier orbital gap**: 10.4 eV
**M**: 1120.600 g mol⁻¹
**SMILES**: COP(=O)(OC)OC.COP(=O)(OC)OC.COP(=O)(OC)OC.COP(=O)(OC)OC.COP(=O)(OC)OC.COP(=O)(OC)OC.COP(=O)(OC)OC.COP(=O)(OC)OC

*B*
The following is a quantum chemistry calculation of a cluster of 8 separate species, C24H72O32P8 in total, from OMol25.

ORCA input file:
```
! RIJCOSX wB97M-V def2-TZVPD def2/J DEFGRID3
* xyz 0 1
C -31.68553 1.76391 -2.78915
O -31.44642 3.10260 -3.25407
P -30.19811 3.43695 -4.16073
O -28.91186 3.12027 -3.53246
O -30.50587 2.60904 -5.47801
C -29.51014 2.53435 -6.48214
O -30.47320 4.92815 -4.56374
C -30.08352 5.98026 -3.65444
H -31.98640 1.11532 -3.61171
H -32.48829 1.84496 -2.06139
H -30.81225 1.35166 -2.28825
H -28.51061 2.49002 -6.03794
H -29.51281 3.36554 -7.19113
H -29.60647 1.60451 -7.04084
H -29.20995 6.47591 -4.07462
H -29.74366 5.59637 -2.69000
H -30.94328 6.62500 -3.52344
C -23.49689 3.51662 -12.69971
O -23.82097 2.16316 -13.12494
P -23.77274 1.80637 -14.64884
O -23.71912 2.95894 -15.54558
O -25.02616 0.86920 -14.85859
C -25.23562 -0.22359 -13.96741
O -22.53937 0.84178 -14.79254
C -22.08273 0.51178 -16.11395
H -24.39372 3.91225 -12.22979
H -23.18498 4.13121 -13.53628
H -22.69551 3.43187 -11.96877
H -25.13744 0.06185 -12.91639
H -24.61292 -1.08246 -14.21268
H -26.27621 -0.55398 -14.04150
H -21.48627 1.33457 -16.50023
H -22.92644 0.40591 -16.81078
H -21.58331 -0.45053 -16.14426
C -22.52257 4.36382 -8.37919
O -21.67014 3.21055 -8.47341
P -20.10118 3.33639 -8.34862
O -19.61162 3.98615 -7.14521
O -19.62807 4.04670 -9.66944
C -19.83855 3.45880 -10.95077
O -19.66686 1.85395 -8.57173
C -20.08238 0.81322 -7.68954
H -23.14064 4.24114 -7.48939
H -23.14916 4.50820 -9.25031
H -21.91100 5.24503 -8.17507
H -18.92612 3.52063 -11.54233
H -20.65001 3.97177 -11.46487
H -20.05073 2.39041 -10.87269
H -20.74543 1.19115 -6.90932
H -19.20508 0.39119 -7.20055
H -20.59274 0.02237 -8.23571
C -23.75725 7.62894 -7.64817
O -24.53730 6.70054 -8.39540
P -25.92978 7.12586 -9.02179
O -26.47521 8.40794 -8.58904
O -25.60494 6.94815 -10.54680
C -26.64886 7.07591 -11.53441
O -26.88363 5.92518 -8.63171
C -26.59072 4.60125 -9.06489
H -22.71658 7.57722 -7.97136
H -23.72752 7.31432 -6.59847
H -24.11502 8.65459 -7.65034
H -26.55294 8.03108 -12.04352
H -27.63635 7.01383 -11.08159
H -26.53328 6.23489 -12.20548
H -27.32636 4.27869 -9.81043
H -26.71256 3.90195 -8.23795
H -25.60893 4.51961 -9.52703
C -23.71545 2.00730 -10.66958
O -24.96752 2.04817 -9.96625
P -25.47784 0.84344 -9.08962
O -26.77991 1.05027 -8.46625
O -25.32050 -0.42855 -10.01730
C -26.25836 -0.64948 -11.08122
O -24.28332 0.58785 -8.08889
C -24.49280 0.76894 -6.68668
H -23.24065 2.97239 -10.55995
H -23.85816 1.75492 -11.72125
H -23.05481 1.25052 -10.24563
H -26.92873 -1.45389 -10.77240
H -25.70509 -1.00708 -11.94587
H -26.88132 0.21475 -11.30568
H -23.64535 0.33065 -6.17394
H -25.41297 0.28133 -6.38341
H -24.62795 1.82231 -6.43332
C -32.23966 0.25911 -6.68632
O -32.49397 0.03929 -8.06925
P -31.61363 -0.99221 -8.88928
O -32.14611 -1.19367 -10.21915
O -30.14177 -0.44364 -8.84978
C -29.71201 0.29134 -10.00042
O -31.49244 -2.27050 -7.99257
C -32.63817 -3.11474 -7.91084
H -32.33550 1.30234 -6.40333
H -31.24300 -0.07398 -6.39014
H -32.95092 -0.32198 -6.09386
H -29.13991 -0.35568 -10.66123
H -29.08318 1.14037 -9.73634
H -30.60733 0.68227 -10.48413
H -32.32011 -4.14729 -7.80183
H -33.30345 -2.99005 -8.76344
H -33.20260 -2.85931 -7.00599
C -32.85470 -2.83311 -3.88279
O -31.59345 -2.34240 -4.32577
P -30.40114 -2.11249 -3.31914
O -30.67414 -1.13896 -2.27430
O -30.04300 -3.57448 -2.85293
C -29.96392 -3.89280 -1.46382
O -29.25137 -1.76178 -4.31346
C -29.01046 -0.38555 -4.62494
H -33.25193 -3.48421 -4.65292
H -33.50982 -2.01234 -3.59446
H -32.72343 -3.42914 -2.96967
H -30.64932 -3.28332 -0.87427
H -28.95473 -3.72322 -1.08947
H -30.23162 -4.93812 -1.33542
H -29.82568 0.26500 -4.32728
H -28.82688 -0.35487 -5.69992
H -28.08472 -0.04056 -4.17526
C -27.78311 2.28011 -11.81453
O -28.54397 2.57825 -12.99328
P -28.78449 4.08065 -13.44451
O -28.71037 5.06119 -12.38365
O -27.71730 4.34502 -14.56373
C -27.33945 3.33625 -15.50816
O -30.14366 3.98071 -14.22493
C -31.37508 4.12716 -13.48224
H -26.90594 1.69209 -12.09619
H -28.40708 1.65750 -11.17350
H -27.46311 3.18376 -11.30399
H -26.26994 3.48517 -15.63968
H -27.82033 3.43651 -16.48384
H -27.55227 2.31859 -15.18604
H -32.14708 3.54524 -13.97725
H -31.64849 5.17835 -13.52440
H -31.26176 3.78097 -12.45790
*
```

Calculated values
**HOMO energy**: -10.44 eV
**Frontier orbital gap**: 10.7 eV
**M**: 1120.600 g mol⁻¹
**SMILES**: COP(=O)(OC)OC.COP(=O)(OC)OC.COP(=O)(OC)OC.COP(=O)(OC)OC.COP(=O)(OC)OC.COP(=O)(OC)OC.COP(=O)(OC)OC.COP(=O)(OC)OC

Energies, relative to the best one, in kcal/mol: *A* 89.7; *B* 0.0.